Computed, not measured: a cluster of 2 separate species, C2H5N3S in total at a distorted geometry, with wB97M-V/def2-TZVPD.

```
11
Properties=species:S:1:pos:R:3
C -0.891 -0.863 -1.033
C -0.013 -0.948 0.161
N -0.567 0.021 -1.900
N 0.995 0.078 0.078
N 0.181 1.459 1.492
S 0.921 0.772 -1.470
H -1.788 -1.607 -1.083
H -0.639 -0.705 1.110
H 0.550 -1.937 0.106
H 1.129 1.660 1.893
H 0.120 2.070 0.646
```

The energy above the lowest of the compared OMol25 structures with the same formula, charge and spin is 109.61 kcal per mole. Its HOMO-LUMO gap (alpha / beta) is 8.41 / 8.60 eV. The calculation puts the calculated total energy at -641.50935 Ha. For the lowest unoccupied orbital energy (alpha / beta), the calculation gives 0.11 / -0.36 eV.

Atomic partial charges in e from the natural (NBO) method, atoms 1 to 5: C 0.091; C -0.377; N -0.568; N -0.495; N -0.690